Record 1
Entry from OMol25: one molecule with the formula C3H2BrCl3 (the ωB97M-V functional and the def2-TZVPD basis).

**Energy relative to the best compared isomer or geometry (same formula, charge and spin)**: 28.5 kcal/mol
**SMILES**: C=C(Br)C(Cl)(Cl)Cl
**Net charge**: 0

The geometry in XYZ format:
```
9
Properties=species:S:1:pos:R:3:forces:R:3:mulliken_charge:R:1
C -0.765913 1.247760 -0.143112 1.67 -0.11 3.37 -0.59
C -0.491984 0.051489 -0.593472 2.62 -1.45 2.01 0.14
Br -1.297845 -0.901044 -1.984747 0.09 0.27 0.27 -0.06
C 0.845212 -0.798021 0.381974 -2.42 1.09 -3.58 0.30
Cl 0.165624 -1.390641 1.824987 -0.43 -0.32 0.99 -0.08
Cl 2.040492 0.434525 0.666230 0.52 -0.28 0.02 -0.11
Cl 1.392713 -2.168365 -0.642187 0.29 0.68 0.54 -0.15
H -1.560492 1.843323 -0.359889 -2.21 1.35 -1.58 0.37
H -0.327808 1.680974 0.850215 -0.14 -1.23 -2.05 0.18
```
Positions in Å, forces in eV/Å.

---

Record 2
Entry from OMol25: a 2-piece molecular cluster, C4H13NO3 overall (the ωB97M-V functional and the def2-TZVPD basis).

**Energy relative to the best compared isomer or geometry (same formula, charge and spin)**: 39.4 kcal/mol
**SMILES**: N[C@@H](CO)CCO.O
**Net charge**: 0

The geometry in XYZ format:
```
21
Properties=species:S:1:pos:R:3:forces:R:3:mulliken_charge:R:1
N -1.150944 0.749341 0.312132 -0.58 -0.20 0.72 -0.67
C -0.485647 0.139933 -0.842546 1.12 0.48 1.37 0.48
C 0.191849 1.305036 -1.523264 0.06 0.09 -1.49 -0.81
O -0.812822 2.224569 -1.989443 0.50 -0.08 -0.17 -0.53
C 0.602335 -0.817990 -0.356068 -0.24 -0.67 0.82 -0.93
C -0.008959 -1.922642 0.524464 0.21 -0.20 0.00 -0.49
O 0.777451 -3.123439 0.582700 -0.18 0.74 -0.30 -0.55
H -1.855735 1.411050 0.021196 0.09 0.28 -0.27 0.20
H -1.659427 0.106416 0.912403 0.11 -0.35 -0.35 0.28
H -1.173553 -0.435415 -1.458744 -0.05 0.22 -0.54 0.24
H 0.800046 0.975837 -2.378828 -0.31 -0.30 -0.02 0.40
H 0.930666 1.811700 -0.897544 -0.43 -0.07 0.58 0.34
H -0.494150 2.547170 -2.840828 -0.31 0.12 0.23 0.31
H 1.324272 -0.350246 0.326053 -0.01 0.51 -0.52 0.49
H 1.146026 -1.242355 -1.203231 -0.16 -0.11 -0.02 0.37
H -1.024863 -2.169971 0.219281 0.06 -0.36 -0.25 0.36
H -0.079843 -1.537714 1.539847 -0.16 0.14 0.22 0.24
H 1.671834 -2.788000 0.715479 0.11 -0.40 0.06 0.30
O 0.811446 0.956853 2.672008 -0.27 -0.03 0.43 -0.62
H 0.500825 1.503068 3.407216 0.23 -0.11 -0.15 0.30
H -0.010799 0.656789 2.257708 0.22 0.31 -0.34 0.28
```
Positions in Å, forces in eV/Å.

---

Record 3
Entry from OMol25: an isolated ion of composition C3H6NOS and charge -1 (the ωB97M-V functional and the def2-TZVPD basis).

**Energy relative to the best compared isomer or geometry (same formula, charge and spin)**: 11.3 kcal/mol
**SMILES**: NC(=O)CC[S-]
**Net charge**: -1

The geometry in XYZ format:
```
12
Properties=species:S:1:pos:R:3:forces:R:3:mulliken_charge:R:1
N 1.326631 0.031091 -1.213418 0.54 -0.49 -0.05 -0.44
C 1.095141 -0.248563 0.132716 -0.41 0.63 0.12 0.52
O 1.985795 -0.043055 0.937089 0.14 -0.36 0.01 -0.64
C -0.327516 -0.597488 0.488242 0.06 0.27 -0.55 -0.48
C -1.201361 0.678918 0.417266 0.00 -0.09 0.37 -0.75
S -2.920560 0.441491 0.937402 -0.01 -0.15 0.06 -0.66
H 2.304243 -0.099071 -1.436750 -0.05 0.32 -0.08 0.25
H 0.710263 -0.329667 -1.925225 -0.21 -0.05 0.29 0.23
H -0.391004 -1.004369 1.493739 0.08 -0.15 -0.07 0.25
H -0.688664 -1.299991 -0.268890 -0.23 -0.18 0.32 0.25
H -0.694844 1.425747 1.037866 -0.09 0.08 -0.01 0.24
H -1.198126 1.044960 -0.600041 0.17 0.17 -0.38 0.22
```
Positions in Å, forces in eV/Å.

---

Record 4
Entry from OMol25: one molecule with the formula C3H3N3O (the ωB97M-V functional and the def2-TZVPD basis).

**Energy relative to the best compared isomer or geometry (same formula, charge and spin)**: 29.4 kcal/mol
**SMILES**: O=c1nccn[nH]1
**Net charge**: 0

The geometry in XYZ format:
```
10
Properties=species:S:1:pos:R:3:forces:R:3:mulliken_charge:R:1
O 1.434711 1.245314 1.805219 -1.04 -1.17 -2.04 -0.58
C 0.779362 0.599239 0.975202 0.85 1.28 0.93 0.48
N -0.104843 -0.393954 1.331729 -1.02 -1.25 -0.72 -0.44
C -0.810425 -0.950432 0.385203 -0.15 1.12 0.09 0.11
C -0.748735 -0.535766 -1.031110 -0.66 -0.83 0.25 -0.06
N 0.123097 0.342943 -1.435069 -0.02 0.02 1.61 -0.64
N 0.857795 0.873066 -0.404209 -1.40 -1.71 0.62 0.21
H -1.590815 -1.677968 0.694117 0.74 0.31 -0.29 0.36
H -1.506952 -1.013967 -1.734096 1.49 0.91 0.67 0.32
H 1.566805 1.511525 -0.586986 1.19 1.33 -1.13 0.24
```
Positions in Å, forces in eV/Å.